{"formula": "C5H6CeO3", "method": "ωB97M-V with the def2-TZVPD basis set", "symbols": ["O", "C", "O", "O", "C", "C", "C", "C", "Ce", "H", "H", "H", "H", "H", "H"], "xyz": [[4.293, -1.519, -1.991], [4.072, -0.965, -1.011], [3.987, -0.556, 0.088], [0.880, 1.280, 0.791], [-0.245, 1.065, 0.014], [-1.123, -0.090, 0.503], [-2.248, -0.386, -0.464], [-3.530, -0.338, -0.177], [2.802, 0.594, 1.952], [0.075, 0.846, -1.024], [-0.863, 1.983, -0.015], [-1.527, 0.148, 1.498], [-0.494, -0.992, 0.597], [-1.938, -0.655, -1.484], [-4.142, -0.414, 0.723]], "spin_multiplicity": 3, "homo_lumo_gap_ev": [2.867, 4.570], "charge": 2, "relative_energy_ev": 0.317, "s2": 2.0224}

***

{"formula": "C2H35O16", "method": "ωB97M-V with the def2-TZVPD basis set", "symbols": ["C", "C", "O", "H", "H", "H", "H", "H", "O", "H", "H", "O", "H", "H", "O", "H", "H", "O", "H", "H", "O", "H", "H", "O", "H", "H", "O", "H", "H", "O", "H", "H", "O", "H", "H", "O", "H", "H", "O", "H", "H", "O", "H", "H", "O", "H", "H", "O", "H", "H", "O", "H", "H"], "xyz": [[-0.175, -0.012, -0.882], [-1.009, -0.588, 0.253], [-0.669, -0.157, 1.521], [0.862, -0.355, -0.821], [-0.222, 1.069, -1.034], [-0.503, -0.444, -1.839], [-0.957, -1.680, 0.075], [-2.068, -0.327, 0.053], [-1.677, -1.783, 3.601], [-1.917, -1.032, 4.151], [-1.255, -1.381, 2.804], [-1.290, -1.754, -4.418], [-1.506, -2.104, -3.544], [-0.357, -1.963, -4.539], [-0.436, 3.880, -2.691], [0.297, 3.683, -2.069], [-0.044, 3.819, -3.565], [-3.164, 1.078, 2.503], [-2.442, 0.471, 2.240], [-3.240, 1.685, 1.762], [3.417, -1.107, 0.271], [4.120, -1.247, 0.915], [2.985, -0.275, 0.564], [2.017, -3.040, -1.536], [1.890, -2.851, -2.472], [2.077, -2.174, -1.113], [1.619, 3.368, -0.653], [0.898, 3.109, -0.047], [2.162, 2.550, -0.703], [-1.416, -4.639, 0.772], [-0.539, -4.631, 1.174], [-1.779, -3.769, 0.981], [0.476, 1.132, 3.795], [0.027, 0.570, 3.134], [0.212, 0.783, 4.652], [2.135, 0.938, 1.675], [1.248, 0.791, 1.294], [1.949, 1.200, 2.594], [3.062, 1.207, -1.362], [3.029, 1.079, -2.319], [3.347, 0.348, -1.002], [1.376, -2.284, 2.125], [2.046, -2.093, 1.449], [0.670, -1.623, 1.965], [1.141, 1.126, -3.993], [0.235, 0.814, -4.123], [1.191, 1.941, -4.502], [-0.897, 3.008, 0.822], [-0.683, 2.077, 1.022], [-1.411, 3.299, 1.582], [-5.041, -0.840, 0.094], [-4.396, -0.921, -0.617], [-5.395, 0.051, 0.004]], "spin_multiplicity": 1, "homo_lumo_gap_ev": 8.156, "charge": -1, "relative_energy_ev": 0.726}

***

{"formula": "C30H79CuN3O12", "method": "ωB97M-V with the def2-TZVPD basis set", "symbols": ["Cu", "C", "C", "O", "H", "H", "H", "H", "H", "C", "C", "O", "H", "H", "H", "H", "H", "C", "O", "C", "C", "N", "C", "C", "O", "C", "H", "H", "H", "H", "H", "H", "H", "H", "H", "H", "H", "H", "H", "H", "H", "C", "O", "C", "C", "N", "C", "C", "O", "C", "H", "H", "H", "H", "H", "H", "H", "H", "H", "H", "H", "H", "H", "H", "H", "C", "O", "C", "C", "N", "C", "C", "O", "C", "H", "H", "H", "H", "H", "H", "H", "H", "H", "H", "H", "H", "H", "H", "H", "C", "C", "O", "H", "H", "H", "H", "H", "H", "C", "C", "O", "H", "H", "H", "H", "H", "H", "C", "C", "O", "H", "H", "H", "H", "H", "H", "C", "C", "O", "H", "H", "H", "H", "H", "H"], "xyz": [[-0.417, 2.249, -1.147], [1.793, 5.235, -2.431], [0.749, 4.657, -3.241], [-0.246, 3.987, -2.524], [2.537, 5.726, -3.058], [2.343, 4.477, -1.874], [1.423, 5.834, -1.599], [1.088, 4.042, -4.075], [0.279, 5.526, -3.702], [-1.895, -1.181, 1.426], [-0.493, -0.533, 0.997], [-0.530, 0.738, 0.398], [-2.322, -0.505, 2.167], [-1.733, -2.200, 1.778], [-2.551, -1.217, 0.556], [-0.027, -1.310, 0.391], [0.165, -0.481, 1.864], [-3.582, 2.457, -0.495], [-2.612, 2.307, -1.514], [-3.133, 1.324, -2.426], [-1.938, 1.078, -3.452], [-0.735, 0.603, -2.787], [0.437, 0.606, -3.679], [1.718, 0.613, -2.752], [1.606, 1.687, -1.895], [2.760, 1.909, -1.130], [-4.501, 2.756, -0.999], [-3.253, 3.224, 0.207], [-3.592, 1.533, 0.084], [-3.917, 1.764, -3.043], [-3.412, 0.382, -1.954], [-1.770, 2.059, -3.897], [-2.345, 0.428, -4.227], [-0.902, -0.385, -2.661], [0.405, 1.524, -4.266], [0.659, -0.223, -4.350], [2.472, 0.746, -3.527], [1.947, -0.240, -2.113], [3.528, 2.029, -1.894], [2.867, 1.176, -0.330], [2.778, 2.769, -0.461], [3.157, -1.889, 0.265], [4.383, -1.526, 0.791], [4.383, -1.077, 2.103], [5.731, -1.392, 2.877], [5.899, -2.818, 3.015], [5.046, -3.505, 3.926], [5.573, -4.937, 4.113], [5.003, -5.511, 5.318], [5.311, -4.886, 6.563], [2.561, -0.979, 0.181], [2.703, -2.779, 0.700], [3.246, -2.151, -0.789], [3.652, -1.495, 2.795], [4.164, -0.010, 2.057], [5.711, -0.926, 3.862], [6.578, -0.904, 2.395], [5.828, -3.148, 2.063], [3.985, -3.601, 3.699], [4.971, -2.892, 4.823], [6.647, -4.841, 4.268], [5.459, -5.632, 3.281], [4.631, -4.094, 6.878], [6.190, -4.242, 6.583], [5.323, -5.672, 7.318], [-1.525, -2.598, -4.625], [-1.232, -2.159, -3.238], [-0.978, -3.128, -2.273], [-2.234, -4.056, -2.144], [-2.196, -5.278, -2.917], [-3.434, -6.177, -2.694], [-3.122, -7.684, -3.044], [-2.065, -8.154, -2.219], [-1.954, -9.564, -2.431], [-1.216, -3.641, -4.561], [-0.861, -2.118, -5.344], [-2.579, -2.532, -4.895], [-0.809, -2.559, -1.359], [-0.050, -3.698, -2.335], [-3.146, -3.653, -2.582], [-2.490, -4.162, -1.090], [-1.312, -5.698, -2.665], [-4.274, -5.801, -3.278], [-3.822, -6.133, -1.676], [-2.813, -7.637, -4.088], [-4.039, -8.254, -2.895], [-1.431, -9.892, -3.329], [-2.939, -10.030, -2.447], [-1.497, -10.102, -1.600], [0.445, 5.390, 2.087], [-0.634, 5.237, 1.074], [-0.723, 3.888, 0.700], [0.839, 6.402, 2.181], [1.257, 4.671, 1.971], [-0.042, 5.150, 3.032], [-0.383, 5.740, 0.139], [-1.601, 5.589, 1.432], [-0.903, 3.399, 1.506], [-4.663, 5.512, -3.411], [-3.324, 5.972, -2.859], [-2.339, 5.633, -3.789], [-5.400, 5.758, -2.648], [-4.904, 4.457, -3.541], [-4.890, 5.870, -4.416], [-3.276, 5.481, -1.887], [-3.198, 7.041, -2.693], [-1.691, 5.067, -3.364], [-3.246, 2.043, 4.893], [-2.788, 2.244, 3.429], [-2.910, 3.592, 3.034], [-2.681, 2.663, 5.589], [-3.361, 1.019, 5.248], [-4.266, 2.426, 4.944], [-3.341, 1.685, 2.674], [-1.732, 1.988, 3.336], [-3.824, 3.883, 3.068], [1.876, 2.983, 4.753], [1.203, 2.010, 3.890], [2.068, 1.274, 3.123], [2.561, 3.549, 4.121], [2.361, 2.385, 5.525], [1.106, 3.703, 5.026], [0.617, 2.620, 3.202], [0.516, 1.333, 4.397], [1.509, 0.785, 2.515]], "spin_multiplicity": 2, "homo_lumo_gap_ev": [8.648, 6.823], "s2": 0.7532}

***

{"formula": "C2H2NO3", "method": "ωB97M-V with the def2-TZVPD basis set", "symbols": ["C", "C", "N", "O", "O", "O", "H", "H"], "xyz": [[-0.094, 0.496, 0.512], [-3.528, -0.353, -0.020], [-0.973, 0.757, -0.366], [-3.467, -1.150, -0.895], [-3.793, 0.350, 0.877], [-1.212, 2.024, -0.731], [0.468, 1.233, 1.089], [0.211, -0.627, 0.906]], "spin_multiplicity": 1, "homo_lumo_gap_ev": 6.089, "charge": -1, "relative_energy_ev": 3.828}

***

{"formula": "C3H4Cl2Si", "method": "ωB97M-V with the def2-TZVPD basis set", "symbols": ["C", "C", "C", "Si", "Cl", "Cl", "H", "H", "H", "H"], "xyz": [[-1.518, -0.690, -0.148], [-0.566, 0.005, 0.329], [-1.912, 0.524, 0.671], [2.174, 0.041, -0.421], [2.794, 1.854, -1.094], [3.421, -0.757, 1.049], [-1.775, -1.648, -0.696], [-2.448, 1.218, 0.050], [-2.272, 0.533, 1.666], [2.103, -1.081, -1.407]], "spin_multiplicity": 1, "homo_lumo_gap_ev": [7.657, 7.656], "relative_energy_ev": 3.896}

***

{"formula": "C24H18BCl6F4FeN5O4S", "method": "ωB97M-V with the def2-TZVPD basis set", "symbols": ["Fe", "Cl", "C", "C", "C", "Cl", "C", "C", "C", "C", "N", "C", "C", "O", "H", "H", "H", "H", "Cl", "C", "C", "Cl", "C", "Cl", "C", "O", "C", "O", "C", "Cl", "C", "N", "C", "S", "N", "C", "H", "H", "H", "H", "H", "H", "H", "H", "N", "C", "O", "C", "C", "C", "C", "N", "C", "H", "H", "H", "H", "H", "H", "F", "B", "F", "F", "F"], "xyz": [[-0.084, -0.184, 0.118], [-4.124, 3.194, -0.349], [-2.435, 3.589, -0.209], [-2.063, 4.933, -0.214], [-0.741, 5.289, -0.123], [-0.323, 6.990, -0.136], [0.273, 4.312, -0.016], [1.657, 4.570, 0.089], [2.534, 3.523, 0.181], [2.041, 2.204, 0.192], [0.760, 1.935, 0.102], [-0.121, 2.951, -0.009], [-1.506, 2.538, -0.105], [-1.774, 1.308, -0.079], [-2.828, 5.693, -0.288], [2.004, 5.595, 0.108], [3.600, 3.694, 0.253], [2.696, 1.345, 0.290], [4.862, -5.206, -0.261], [4.081, -3.662, -0.125], [4.836, -2.514, 0.037], [6.567, -2.618, 0.102], [4.193, -1.273, 0.156], [5.129, 0.178, 0.359], [2.801, -1.155, 0.130], [2.153, -0.061, 0.298], [2.012, -2.349, -0.110], [0.739, -2.191, -0.200], [2.680, -3.572, -0.194], [1.723, -5.010, -0.381], [-3.346, 0.420, 2.686], [-2.827, -0.938, 2.729], [-1.502, -1.218, 2.751], [-0.317, -0.053, 3.070], [-1.191, -2.526, 2.632], [0.182, -3.004, 2.659], [-4.397, 0.399, 2.974], [-3.247, 0.847, 1.688], [-2.783, 1.032, 3.385], [-3.401, -1.606, 2.226], [-1.837, -3.082, 2.082], [0.842, -2.329, 2.120], [0.224, -3.985, 2.191], [0.532, -3.069, 3.692], [2.493, 0.100, -6.287], [2.478, 0.178, -4.910], [3.509, 0.361, -4.300], [1.148, 0.077, -4.256], [-0.064, -0.047, -4.937], [-1.238, -0.125, -4.213], [-1.183, -0.071, -2.830], [-0.030, 0.050, -2.172], [1.100, 0.116, -2.861], [3.406, 0.009, -6.698], [1.727, -0.318, -6.781], [-0.106, -0.067, -6.019], [-2.192, -0.224, -4.712], [-2.076, -0.121, -2.219], [2.020, 0.211, -2.294], [-3.361, -2.694, -1.538], [-3.205, -2.315, -0.212], [-4.316, -1.579, 0.238], [-3.056, -3.444, 0.631], [-2.034, -1.506, -0.068]], "spin_multiplicity": 5, "homo_lumo_gap_ev": [5.672, 5.703], "charge": -2, "relative_energy_ev": 1.282, "s2": 6.0089}